(one)
{
  "formula": "C3H6N2S2",
  "method": "wB97M-V/def2-TZVPD",
  "smiles": "CN(S)/C=N\\C=S",
  "gap_ha": 0.2852,
  "species": ["C", "N", "S", "C", "N", "C", "S", "H", "H", "H", "H", "H", "H"],
  "positions_angstrom": [[0.8366, 0.3071, 1.7600], [0.4176, 0.0335, 0.3438], [1.6504, -0.5813, -0.6817], [-0.9493, 0.0390, -0.0023], [-1.6327, -0.1020, -1.1210], [-1.2874, -0.0116, -2.3421], [-0.1291, 1.2293, -2.9192], [1.0158, 1.5892, 1.7828], [-0.2465, 0.0444, 2.4219], [1.6335, -0.4565, 2.2263], [1.9600, -1.4983, 0.3307], [-1.5132, 0.2198, 1.0859], [-1.7557, -0.8127, -2.8850]]
}

=====

(two)
{
  "formula": "C3H6N2S2",
  "method": "wB97M-V/def2-TZVPD",
  "smiles": "[H]/N=C(/NC=S)SC",
  "gap_ha": 0.3091,
  "species": ["H", "N", "C", "N", "C", "S", "S", "C", "H", "H", "H", "H", "H"],
  "positions_angstrom": [[0.1666, 1.8675, -0.0791], [-0.5725, 1.2125, 0.0153], [-0.1952, -0.0253, 0.0434], [-1.1824, -1.0280, 0.1841], [-2.5570, -0.9564, -0.0069], [-3.4814, 0.3636, -0.2152], [1.3572, -0.7697, -0.2944], [2.4009, 0.6368, -0.0080], [-0.8321, -1.9894, 0.1406], [-2.8836, -1.9675, 0.0410], [2.0372, 1.5929, -0.5403], [2.3999, 0.8120, 1.0930], [3.3423, 0.2510, -0.3735]]
}

=====

What should be chosen as the most stable of them? Choose (two).

=====

(one)
{
  "formula": "C6H13N",
  "method": "wB97M-V/def2-TZVPD",
  "smiles": "C/C=N/C.C=CC",
  "gap_ha": 0.3544,
  "species": ["C", "C", "N", "C", "H", "H", "H", "H", "H", "H", "H", "C", "C", "C", "H", "H", "H", "H", "H", "H"],
  "positions_angstrom": [[1.6675, -1.5064, 0.2428], [1.0015, -0.2773, 0.7761], [1.2212, 0.8794, 0.3074], [0.8673, 1.9944, 1.1665], [2.4666, -1.7588, 0.9586], [0.9967, -2.3673, 0.2074], [2.1052, -1.3053, -0.7373], [0.5868, -0.4173, 1.7916], [0.0636, 2.5984, 0.7325], [0.5535, 1.6942, 2.1830], [1.7383, 2.6556, 1.2472], [-0.5627, -0.9247, -1.8881], [-1.4048, -0.7486, -0.9006], [-2.0271, 0.3413, -0.0946], [-0.1106, -1.4080, -2.7185], [-0.4695, 0.3131, -2.3627], [-2.0972, -1.5252, -1.0836], [-3.0422, 0.4951, -0.4838], [-2.1845, -0.0466, 0.9247], [-1.4494, 1.2586, -0.1332]]
}

=====

(two)
{
  "formula": "C6H13N",
  "method": "wB97M-V/def2-TZVPD",
  "smiles": "CC/C=C/NCC",
  "gap_ha": 0.3160,
  "species": ["C", "C", "C", "C", "N", "C", "C", "H", "H", "H", "H", "H", "H", "H", "H", "H", "H", "H", "H", "H"],
  "positions_angstrom": [[3.1004, 1.0537, -1.6689], [1.5830, 0.7648, -1.3883], [1.3244, 0.1266, 0.0517], [0.3973, -0.7731, 0.1440], [-0.7803, -0.6461, 0.9519], [-2.1975, -0.7851, 0.5327], [-3.1325, -0.0821, 1.5266], [3.4709, 1.9328, -1.1835], [3.3216, 1.1319, -2.7510], [3.6321, 0.2214, -1.4456], [0.8619, 1.6122, -1.6352], [1.3520, -0.0294, -2.1067], [1.6717, 0.7051, 0.8887], [0.1119, -1.4173, -0.7071], [-0.6786, 0.1365, 1.5425], [-2.4445, -1.8091, 0.6349], [-2.3134, -0.2544, -0.4509], [-2.8276, -0.3217, 2.5249], [-2.8558, 0.9899, 1.4386], [-4.2907, -0.2037, 1.4001]]
}

=====

What should be chosen as the most stable of them? Choose (two).

=====

(one)
{
  "formula": "C6H13N",
  "method": "wB97M-V/def2-TZVPD",
  "smiles": "C=CCCNCC",
  "gap_ha": 0.3404,
  "species": ["C", "C", "C", "C", "N", "C", "C", "H", "H", "H", "H", "H", "H", "H", "H", "H", "H", "H", "H", "H"],
  "positions_angstrom": [[1.8546, -0.9586, 2.7213], [1.0113, 0.0548, 2.5291], [0.1740, 0.2852, 1.2772], [0.3651, -0.7841, 0.2229], [-0.1074, -0.4049, -1.0974], [-1.1743, 0.5002, -1.4134], [-1.3469, 0.7922, -2.9134], [2.1695, -1.1900, 3.7372], [2.2817, -1.6497, 2.0128], [0.8728, 0.7653, 3.3358], [-0.8538, 0.3384, 1.6522], [0.4671, 1.2611, 0.8788], [1.4350, -0.9237, 0.0558], [-0.0077, -1.7477, 0.5874], [0.5616, -0.5293, -1.8423], [-2.1422, 0.0869, -1.1075], [-1.2049, 1.4484, -0.8441], [-2.3618, 1.1996, -2.9595], [-1.3213, -0.0967, -3.5336], [-0.6725, 1.5527, -3.2993]]
}

=====

(two)
{
  "formula": "C6H13N",
  "method": "wB97M-V/def2-TZVPD",
  "smiles": "C=C(C)CCCN",
  "gap_ha": 0.3717,
  "species": ["C", "C", "C", "C", "C", "C", "N", "H", "H", "H", "H", "H", "H", "H", "H", "H", "H", "H", "H", "H"],
  "positions_angstrom": [[-0.3244, -0.6745, 2.0578], [-0.9906, -0.0882, 1.0700], [-1.8874, 1.0936, 1.2860], [-0.8122, -0.5255, -0.3564], [0.1841, 0.3530, -1.1416], [1.6529, 0.1064, -0.8002], [2.4185, -0.5352, -1.8882], [0.3176, -1.5286, 1.8766], [-0.3895, -0.3486, 3.0923], [-1.4991, 1.9574, 0.7427], [-1.9996, 1.3497, 2.3353], [-2.9083, 0.9018, 0.9297], [-0.4798, -1.5684, -0.3953], [-1.7525, -0.5042, -0.9090], [-0.0361, 1.4038, -0.9323], [-0.0036, 0.2074, -2.2078], [2.1597, 1.0422, -0.5492], [1.7141, -0.5194, 0.0901], [1.8389, -0.6966, -2.6996], [2.7972, -1.4261, -1.6009]]
}

=====

(three)
{
  "formula": "C6H13N",
  "method": "wB97M-V/def2-TZVPD",
  "smiles": "C=CC[C@H](C)NC",
  "gap_ha": 0.3489,
  "species": ["C", "C", "C", "C", "C", "N", "C", "H", "H", "H", "H", "H", "H", "H", "H", "H", "H", "H", "H", "H"],
  "positions_angstrom": [[-1.2072, 1.8141, -1.8193], [-0.0743, 1.1679, -1.5910], [0.0156, -0.3039, -1.4116], [0.1604, -0.7321, 0.1116], [-1.1940, -1.1867, 0.6591], [0.7901, 0.2855, 0.9042], [1.7353, -0.1093, 1.9389], [-1.3180, 2.8744, -1.9650], [-2.1301, 1.2464, -1.9569], [0.8525, 1.6882, -1.4302], [0.8839, -0.7469, -1.8944], [-0.8650, -0.8284, -1.7813], [0.8040, -1.5975, 0.0393], [-1.5558, -2.0592, 0.1282], [-1.9486, -0.4165, 0.4804], [-1.1179, -1.3458, 1.7382], [0.1729, 1.0231, 1.2043], [2.6734, 0.4407, 1.8674], [1.3223, -0.0515, 2.9572], [2.0004, -1.1623, 1.8209]]
}

=====

What should be chosen as the most stable of them? Choose (two).

=====

(one)
{
  "formula": "C6H13N",
  "method": "wB97M-V/def2-TZVPD",
  "gap_ha": 0.2979,
  "species": ["C", "C", "C", "N", "C", "C", "C", "H", "H", "H", "H", "H", "H", "H", "H", "H", "H", "H", "H", "H"],
  "positions_angstrom": [[2.9872, -0.3079, 0.7893], [0.3208, -0.9269, -1.0205], [0.5561, 0.5330, -1.3091], [-0.7257, 0.1485, -0.7541], [-2.0426, 0.7480, -0.8778], [-1.3967, 0.5262, 0.4613], [-1.7992, -0.6272, 1.3385], [2.8440, 0.7145, 1.1549], [3.6347, -0.2840, -0.0928], [3.4576, -0.9091, 1.5707], [0.0624, -1.4405, -1.9537], [2.0279, -0.7520, 0.4973], [0.4615, 0.9543, -2.3137], [1.1763, 1.1377, -0.6424], [-2.8644, 0.1075, -1.1851], [-2.0525, 1.7591, -1.2793], [-0.9715, 1.3978, 0.9570], [-2.5104, -0.3091, 2.1063], [-2.2563, -1.4205, 0.7389], [-0.9092, -1.0495, 1.8143]]
}

=====

(two)
{
  "formula": "C6H13N",
  "method": "wB97M-V/def2-TZVPD",
  "smiles": "CCCN1C[C@H]1C",
  "gap_ha": 0.3767,
  "species": ["C", "C", "C", "N", "C", "C", "C", "H", "H", "H", "H", "H", "H", "H", "H", "H", "H", "H", "H", "H"],
  "positions_angstrom": [[-2.2755, -1.0289, -1.8837], [-1.4629, 0.0229, -1.1331], [-0.1053, -0.5112, -0.6904], [0.6548, 0.5099, 0.0275], [2.0761, 0.2607, 0.1965], [1.1526, 0.1816, 1.3528], [1.1004, 1.2474, 2.4172], [-2.5239, -1.8759, -1.2331], [-1.7169, -1.4261, -2.7406], [-3.2147, -0.6134, -2.2633], [-1.2898, 0.9002, -1.7676], [-2.0184, 0.3790, -0.2564], [0.4621, -0.8095, -1.5822], [-0.2392, -1.4227, -0.0808], [2.7248, 1.1267, 0.0720], [2.4790, -0.6723, -0.1994], [0.9341, -0.8324, 1.6993], [1.8634, 1.0658, 3.1832], [1.2789, 2.2326, 1.9757], [0.1204, 1.2657, 2.9064]]
}

=====

What should be chosen as the most stable of them? Choose (two).